Molecular formula: C39H53N5P2Pt
Method: DFT, ωB97M-V/def2-TZVPD

Element x y z (Å)
Pt1 -0.41 -1.59 -5.01
C1 -1.36 2.92 -0.47
C2 -1.48 2.03 -1.47
C3 -1.23 2.27 -2.94
C4 0.19 1.91 -3.46
C5 1.40 2.47 -2.72
C6 1.38 3.51 -1.89
C7 0.28 4.52 -1.74
C8 -0.63 4.22 -0.53
C9 0.58 -1.96 -3.34
H1 -1.78 2.70 0.51
H2 -1.65 0.94 -1.27
H3 -1.52 3.30 -3.19
H4 -1.88 1.58 -3.50
H5 0.30 0.80 -3.49
H6 0.28 2.20 -4.52
H7 2.33 1.93 -2.96
H8 2.26 3.72 -1.26
H9 -0.25 4.68 -2.70
H10 0.78 5.48 -1.53
H11 -0.01 4.22 0.37
H12 -1.30 5.07 -0.42
H13 0.15 -1.42 -2.50
H14 1.68 -1.90 -3.43
H15 0.23 -3.02 -3.32
P1 1.24 -1.31 -6.42
P2 -2.06 -0.73 -6.20
N1 2.49 -0.16 -6.27
N2 2.13 -2.64 -7.18
N3 -2.21 0.97 -6.83
N4 -3.74 -1.19 -6.56
C10 0.19 -0.75 -7.80
C11 -1.17 -1.48 -7.66
C12 3.58 -0.29 -5.40
C13 4.63 0.48 -5.87
C14 4.20 1.09 -7.11
C15 2.90 0.67 -7.33
C16 2.49 -3.90 -6.74
C17 3.08 -4.60 -7.80
C18 3.09 -3.73 -8.92
C19 2.53 -2.52 -8.52
C20 -2.44 2.19 -6.18
C21 -2.31 3.23 -7.10
C22 -2.00 2.64 -8.36
C23 -2.03 1.27 -8.19
C24 -4.59 -0.43 -7.40
C25 -5.42 -1.30 -8.12
C26 -5.11 -2.63 -7.68
C27 -4.09 -2.54 -6.75
H16 0.61 -0.98 -8.80
H17 0.11 0.36 -7.75
H18 -1.82 -1.50 -8.53
H19 -0.99 -2.52 -7.34
H20 3.48 -0.88 -4.50
H21 5.61 0.60 -5.41
H22 4.77 1.74 -7.76
H23 2.20 0.93 -8.12
H24 2.26 -4.20 -5.72
H25 3.39 -5.63 -7.81
H26 3.43 -3.96 -9.93
H27 2.28 -1.63 -9.08
H28 -2.74 2.21 -5.13
H29 -2.46 4.28 -6.90
H30 -1.84 3.15 -9.30
H31 -1.88 0.49 -8.91
H32 -4.54 0.63 -7.43
H33 -6.12 -1.01 -8.88
H34 -5.58 -3.53 -8.04
H35 -3.57 -3.30 -6.19
C28 -1.86 0.45 4.71
C29 -1.03 0.38 3.44
C30 0.00 1.30 3.21
C31 0.79 1.27 2.04
C32 1.90 2.26 1.84
C33 0.49 0.32 1.06
C34 -0.59 -0.62 1.20
C35 -1.29 -0.58 2.47
N5 -0.87 -1.42 0.16
C36 -1.90 -2.48 0.15
C37 -1.66 -3.56 1.21
C38 -3.31 -1.91 0.34
C39 -1.88 -3.13 -1.23
H36 -1.27 0.21 5.61
H37 -2.25 1.47 4.86
H38 -2.72 -0.23 4.68
H39 0.20 2.07 3.95
H40 1.54 3.28 1.99
H41 2.73 2.10 2.55
H42 2.31 2.16 0.82
H43 1.08 0.29 0.12
H44 -2.07 -1.31 2.66
H45 -1.75 -3.17 2.22
H46 -2.40 -4.36 1.10
H47 -0.65 -3.98 1.09
H48 -3.51 -1.14 -0.42
H49 -4.04 -2.72 0.25
H50 -3.42 -1.45 1.33
H51 -2.04 -2.39 -2.03
H52 -0.91 -3.60 -1.43
H53 -2.67 -3.89 -1.31

The total charge is +2. As for the calculated total energy: -70554.8140 eV. For the highest occupied orbital energy (alpha / beta), the calculation gives -11.254 / -12.242 eV. Its HOMO-LUMO gap (alpha / beta) is 4.7 / 2.2 eV. Its spin multiplicity is 5.